No. 1
Entry from OMol25: the molecule C3H9NS (the ωB97M-V functional and the def2-TZVPD basis).

The geometry in XYZ format:
```
14
Properties=species:S:1:pos:R:3:mulliken_charge:R:1
C 0.840 2.205 -0.592 -0.86
S -0.892 1.747 -0.318 -0.08
H 1.125 1.956 -1.618 0.28
H 1.032 3.259 -0.405 0.31
H 1.477 1.638 0.080 0.28
C -0.293 -2.069 0.782 -0.84
C -0.693 -0.041 -0.428 -0.64
N -0.532 -0.646 0.858 -0.31
H -1.229 -2.553 0.524 0.26
H 0.014 -2.446 1.747 0.34
H 0.453 -2.326 0.025 0.30
H 0.154 -0.190 -1.119 0.32
H -1.585 -0.423 -0.939 0.40
H 0.127 -0.109 1.404 0.24
```

Calculated values
E = -572.6197 Eh
LUMO energy = 1.07 eV
SMILES string = CNCSC
Energy relative to the best compared isomer or geometry (same formula, charge and spin) = 12.8 kcal/mol
M = 91.179 g mol⁻¹
Net charge = 0
Frontier orbital gap = 9.723 eV
HOMO = -0.3179 Eh

=====

No. 2
Entry from OMol25: the ion C3H9NS with charge +1 at a distorted geometry (the ωB97M-V functional and the def2-TZVPD basis).

The geometry in XYZ format:
```
14
Properties=species:S:1:pos:R:3:mulliken_charge:R:1
C 1.941 -0.035 -0.390 -0.88
N 0.695 0.352 -1.128 -0.21
C 0.033 1.445 -0.312 -0.40
C -0.701 0.686 0.818 -0.66
S -1.022 -1.130 0.344 0.11
H 2.211 -1.063 -0.693 0.31
H 1.811 0.006 0.686 0.35
H 2.834 0.589 -0.580 0.35
H 0.974 0.653 -2.064 0.31
H 0.697 2.217 0.048 0.32
H -0.678 1.848 -1.043 0.36
H 0.024 0.598 1.630 0.41
H -1.673 1.140 0.998 0.39
H -0.266 -1.507 1.416 0.24
```

Calculated values
E = -572.2913 Eh
LUMO energy (alpha / beta) = -3.54 / -8.08 eV
Energy relative to the best compared isomer or geometry (same formula, charge and spin) = 18.0 kcal/mol
<S²> = 0.757
M = 91.179 g mol⁻¹
Net charge = +1
Frontier orbital gap (alpha / beta) = 11.819 / 6.443 eV
Spin multiplicity = 2
HOMO (alpha / beta) = -0.5644 / -0.5337 Eh

=====

No. 3
Entry from OMol25: a cluster of 3 separate species, C3H9NS2 in total at a distorted geometry (the ωB97M-V functional and the def2-TZVPD basis).

The geometry in XYZ format:
```
15
Properties=species:S:1:pos:R:3:mulliken_charge:R:1
S -1.810 1.466 -3.251 -0.03
S 2.161 -0.471 2.356 -0.26
C 1.160 0.439 1.191 -0.39
C -0.207 -0.148 0.823 -0.80
C -0.753 0.076 -0.580 -0.67
N 0.164 -0.208 -1.680 -0.54
H 0.831 -1.674 3.028 0.11
H 1.099 1.461 1.539 0.33
H 1.613 0.341 0.196 0.35
H -0.309 -1.244 0.999 0.38
H -1.049 0.155 1.502 0.32
H -1.663 -0.497 -0.858 0.51
H -0.911 1.129 -0.711 0.25
H -0.017 -1.127 -2.084 0.25
H -0.310 0.301 -2.471 0.21
```

Calculated values
E = -970.5678 Eh
LUMO energy = -4.36 eV
Energy relative to the best compared isomer or geometry (same formula, charge and spin) = 165.6 kcal/mol
M = 123.246 g mol⁻¹
Net charge = 0
Frontier orbital gap = 4.505 eV
HOMO = -0.3259 Eh

=====

No. 4
Entry from OMol25: a cluster of 2 separate species, C3H9NS2 in total at a distorted geometry (the ωB97M-V functional and the def2-TZVPD basis).

The geometry in XYZ format:
```
15
Properties=species:S:1:pos:R:3:mulliken_charge:R:1
C -0.155 -1.873 0.094 -0.56
S -1.019 -1.181 1.471 -0.06
S -1.151 0.880 0.834 -0.23
H 0.934 -1.541 -0.070 0.07
H -0.382 -2.915 0.021 0.37
H -0.639 -1.461 -0.842 0.22
H -2.017 0.651 -0.127 0.16
C 2.406 0.348 -0.806 -0.81
C 0.929 1.716 -2.193 -0.34
N 1.170 0.518 -1.629 -0.28
H 2.913 1.200 -1.191 0.45
H 1.972 0.160 0.249 0.24
H 3.087 -0.488 -1.033 0.21
H 0.490 1.670 -3.209 0.25
H 1.102 2.763 -1.830 0.30
```

Calculated values
E = -970.7159 Eh
LUMO energy = 0.24 eV
SMILES string = C=NC.CSS
Energy relative to the best compared isomer or geometry (same formula, charge and spin) = 72.7 kcal/mol
M = 123.246 g mol⁻¹
Net charge = 0
Frontier orbital gap = 9.015 eV
HOMO = -0.3224 Eh

=====

No. 5
Entry from OMol25: the molecule C3H9NS2 (the ωB97M-V functional and the def2-TZVPD basis).

The geometry in XYZ format:
```
15
Properties=species:S:1:pos:R:3:mulliken_charge:R:1
N -0.052 -1.734 1.313 -0.77
C 0.071 -0.331 1.742 0.62
C -0.821 -0.108 2.967 -1.48
C -0.293 0.620 0.623 -0.87
S 0.860 0.449 -0.772 -0.09
S -0.331 0.382 -2.434 -0.22
H 0.314 -2.319 2.064 0.26
H 0.641 -1.917 0.587 0.25
H 1.096 -0.098 2.071 0.23
H -0.282 -0.291 3.889 0.37
H -1.111 0.945 3.001 0.34
H -1.690 -0.763 2.916 0.41
H -1.311 0.498 0.264 0.40
H -0.220 1.634 0.999 0.39
H -0.650 -0.911 -2.418 0.16
```

Calculated values
E = -970.8297 Eh
LUMO energy = 0.60 eV
SMILES string = C[C@@H](N)CSS
Energy relative to the best compared isomer or geometry (same formula, charge and spin) = 1.3 kcal/mol
M = 123.246 g mol⁻¹
Net charge = 0
Frontier orbital gap = 9.708 eV
HOMO = -0.3346 Eh

=====

No. 6
Entry from OMol25: a cluster of 2 separate species, C3H9O in total at a distorted geometry (the ωB97M-V functional and the def2-TZVPD basis).

The geometry in XYZ format:
```
13
Properties=species:S:1:pos:R:3:mulliken_charge:R:1
C -2.336 0.102 0.265 -0.79
H -1.741 -0.242 -0.570 0.15
H -3.185 0.704 -0.308 0.24
H -2.749 -0.842 0.703 0.19
H -1.845 0.687 0.994 0.19
C 1.183 -0.075 0.599 -0.22
O 0.454 -1.135 0.839 -0.79
C 1.802 -0.059 -0.886 -0.87
H 0.561 0.981 0.558 0.02
H 2.038 0.181 1.418 0.21
H 2.615 -0.837 -0.967 0.21
H 0.903 -0.430 -1.421 0.21
H 2.297 0.963 -1.224 0.25
```

Calculated values
E = -194.8826 Eh
LUMO energy = 4.46 eV
Energy relative to the best compared isomer or geometry (same formula, charge and spin) = 20.1 kcal/mol
M = 61.104 g mol⁻¹
Net charge = -1
Frontier orbital gap = 6.759 eV
HOMO = -0.0844 Eh

=====

No. 7
Entry from OMol25: a cluster of 2 separate species, C3H9O in total at a distorted geometry (the ωB97M-V functional and the def2-TZVPD basis).

The geometry in XYZ format:
```
13
Properties=species:S:1:pos:R:3:mulliken_charge:R:1
C -1.479 -0.944 -0.609 -0.79
C 0.002 -1.271 -1.115 -0.70
H -2.203 -1.737 -0.722 0.34
H -1.826 -0.039 -1.106 0.22
H -1.341 -0.660 0.438 0.21
H -0.122 -1.466 -2.197 0.26
H 0.750 -0.510 -0.800 0.19
H 0.403 -2.160 -0.612 0.22
C 1.147 1.786 1.359 -0.73
O 0.421 0.776 0.813 -0.71
H 0.684 2.074 2.294 0.17
H 2.230 1.508 1.590 0.14
H 1.333 2.640 0.667 0.18
```

Calculated values
E = -194.8877 Eh
LUMO energy = 4.59 eV
Energy relative to the best compared isomer or geometry (same formula, charge and spin) = 16.9 kcal/mol
M = 61.104 g mol⁻¹
Net charge = -1
Frontier orbital gap = 6.583 eV
HOMO = -0.0731 Eh

=====

No. 8
Entry from OMol25: a cluster of 2 separate species, C3H9O2 in total at a distorted geometry (the ωB97M-V functional and the def2-TZVPD basis).

The geometry in XYZ format:
```
14
Properties=species:S:1:pos:R:3:mulliken_charge:R:1
C 0.948 0.386 0.968 -0.42
O -0.067 0.610 1.866 -0.95
C 0.664 -0.682 -0.122 -0.66
C 0.080 -0.203 -1.456 -1.12
H 1.872 0.113 1.510 0.22
H 1.084 1.322 0.368 0.14
H 0.074 -1.481 0.307 0.35
H 1.612 -1.145 -0.322 0.46
H -0.863 -0.663 -1.750 0.30
H 0.804 -0.401 -2.242 0.35
H -0.097 0.873 -1.495 0.33
H -1.829 -0.158 0.358 0.30
H -1.813 0.994 1.251 0.40
O -2.468 0.435 0.758 -0.70
```

Calculated values
E = -270.1651 Eh
LUMO energy = 4.28 eV
Energy relative to the best compared isomer or geometry (same formula, charge and spin) = 12.9 kcal/mol
M = 77.103 g mol⁻¹
Net charge = -1
Frontier orbital gap = 6.871 eV
HOMO = -0.0950 Eh

=====

No. 9
Entry from OMol25: a cluster of 2 separate species, C3H9O2 in total (the ωB97M-V functional and the def2-TZVPD basis).

The geometry in XYZ format:
```
14
Properties=species:S:1:pos:R:3:mulliken_charge:R:1
C 1.984 -0.559 0.269 -0.56
O 3.156 -0.759 -0.318 -0.86
C 1.134 0.628 -0.308 -0.31
C -0.292 0.604 0.208 -0.85
H 1.267 -1.434 0.223 0.15
H 2.030 -0.369 1.390 0.17
H 1.613 1.556 -0.028 0.22
H 1.258 0.551 -1.387 0.31
H -0.501 1.525 0.759 0.27
H -1.089 0.609 -0.546 0.06
H -0.389 -0.221 0.922 0.40
H -3.213 -1.377 -0.006 0.34
H -3.235 0.043 -0.586 0.34
O -3.721 -0.797 -0.592 -0.67
```

Calculated values
E = -270.1520 Eh
LUMO energy = 3.61 eV
Energy relative to the best compared isomer or geometry (same formula, charge and spin) = 21.2 kcal/mol
M = 77.103 g mol⁻¹
Net charge = -1
Frontier orbital gap = 5.811 eV
HOMO = -0.0808 Eh

=====

No. 10
Entry from OMol25: a cluster of 2 separate species, C3H9O2 in total at a distorted geometry (the ωB97M-V functional and the def2-TZVPD basis).

The geometry in XYZ format:
```
14
Properties=species:S:1:pos:R:3:mulliken_charge:R:1
C -1.753 -1.717 0.371 -0.62
O -1.439 -0.400 0.033 -0.86
H -2.646 -2.085 -0.145 0.20
H -1.801 -1.849 1.480 0.18
H -0.918 -2.350 0.033 0.18
C 1.057 1.454 0.281 -0.31
O 0.374 0.784 1.315 -0.65
C 1.250 0.555 -0.933 -0.96
H 2.000 1.916 0.541 0.33
H 0.303 2.169 -0.074 0.20
H -0.495 0.335 1.002 0.43
H 1.949 -0.281 -0.810 0.25
H 1.772 1.235 -1.653 0.33
H 0.348 0.235 -1.440 0.29
```

Calculated values
E = -270.1499 Eh
LUMO energy = 4.46 eV
Energy relative to the best compared isomer or geometry (same formula, charge and spin) = 22.5 kcal/mol
M = 77.103 g mol⁻¹
Net charge = -1
Frontier orbital gap = 7.207 eV
HOMO = -0.1010 Eh

=====

No. 11
Entry from OMol25: a cluster of 3 separate species, C3H9O2P in total at a distorted geometry (the ωB97M-V functional and the def2-TZVPD basis).

The geometry in XYZ format:
```
15
Properties=species:S:1:pos:R:3:mulliken_charge:R:1
C 1.174 -0.944 1.372 -0.56
C -4.627 -0.356 -0.714 -0.02
C 0.792 0.956 -1.041 -0.46
O -4.949 -0.676 0.390 -0.36
O 1.595 -0.233 -1.296 -0.32
P 2.037 -1.307 -0.047 0.13
H 0.270 -0.390 1.545 0.26
H 1.581 -1.341 2.321 0.27
H -3.587 -0.096 -0.908 0.17
H -5.390 -0.503 -1.550 0.21
H 4.314 0.356 1.612 -0.21
H -0.027 0.727 -0.479 0.17
H 0.486 1.352 -2.107 0.21
H 1.426 1.668 -0.570 0.30
H 4.906 0.786 1.471 0.20
```

Calculated values
E = -611.4085 Eh
LUMO energy = 0.36 eV
SMILES string = [H][H].C=POC.C=O
Energy relative to the best compared isomer or geometry (same formula, charge and spin) = 86.4 kcal/mol
M = 108.077 g mol⁻¹
Net charge = 0
Frontier orbital gap = 9.481 eV
HOMO = -0.3353 Eh

=====

No. 12
Entry from OMol25: the molecule C3H9O2PS at a distorted geometry (the ωB97M-V functional and the def2-TZVPD basis).

The geometry in XYZ format:
```
16
Properties=species:S:1:pos:R:3:mulliken_charge:R:1
C 0.568 0.215 -1.400 -1.09
C -0.572 -2.055 -0.345 -1.15
C 0.151 1.771 1.332 -0.95
O -1.989 0.566 -0.556 -0.72
O 1.260 -0.604 1.864 -0.55
P -0.750 -0.213 -0.284 0.83
S 0.001 0.060 1.820 0.36
H 1.441 0.183 -0.726 0.37
H 0.785 -0.260 -2.366 0.37
H 0.493 1.298 -1.634 0.34
H 0.490 -2.402 -0.433 0.34
H -1.116 -2.437 0.445 0.41
H -1.049 -2.445 -1.287 0.36
H 0.969 2.013 0.748 0.36
H -0.006 2.447 2.152 0.35
H -0.677 1.863 0.669 0.34
```

Calculated values
E = -1009.6947 Eh
LUMO energy = 0.63 eV
Energy relative to the best compared isomer or geometry (same formula, charge and spin) = 40.1 kcal/mol
M = 140.144 g mol⁻¹
Net charge = 0
Frontier orbital gap = 9.768 eV
HOMO = -0.3358 Eh

=====

Q: Number 9 is which compound?
A: C3H9O2

=====

Q: Number 11 is which compound?
A: C3H9O2P

=====

Q: E of number 6 (C3H9O)?
A: -194.8826 Eh